118
Properties=species:S:1:pos:R:3:lowdin_charge:R:1 method="wB97M-V/def2-TZVPD" lumo_ev="-1.9753 / -1.9299" energy_ha=-5285.606282 largest_force_ha_per_bohr=0.0688 gap_ev="5.994 / 6.035" multiplicity=2
C 5.848 -0.362 0.593 -0.72
C -3.286 0.755 -0.328 -0.17
H 0.930 -0.607 6.226 0.09
H -0.723 5.341 -0.727 0.12
N 1.555 0.004 0.100 -0.06
N 0.113 -1.742 -1.734 -0.24
C 3.454 -1.319 0.665 0.08
H 0.117 -1.379 3.398 0.09
C 3.574 1.497 3.925 -0.05
N 0.209 2.170 -0.211 -0.01
C -1.110 -2.431 1.626 -0.14
H -5.327 1.147 -0.738 0.12
O 6.432 0.394 -0.157 0.01
C -2.735 -3.487 -3.776 -0.06
C 0.199 -0.871 5.464 -0.04
H -4.671 -0.633 -3.744 0.06
O -1.772 1.099 4.066 0.01
C -1.989 -1.101 -4.080 -0.13
H -2.114 -2.164 -5.919 0.11
H -3.980 1.315 3.355 0.12
C 1.362 -3.484 1.204 0.01
H -0.069 1.950 -2.398 0.08
H -0.354 -1.747 5.795 0.08
C -1.459 0.934 2.884 -0.49
C 0.932 1.143 3.102 -0.18
C 2.321 1.106 -0.052 -0.18
C -3.848 1.133 2.299 0.02
C -2.955 0.665 -1.794 -0.50
C 0.723 -3.973 -2.061 -0.39
C 2.818 2.592 3.536 -0.03
C -0.058 4.499 -0.635 -0.03
H 2.144 1.182 -3.011 0.04
C 2.064 -1.169 0.517 -0.24
H -1.630 3.094 -0.263 0.13
C 0.504 -5.348 -1.872 -0.01
H 0.682 5.666 2.158 0.08
N -1.701 0.280 -2.064 0.04
N -0.233 0.923 2.403 0.12
O 6.130 -1.197 1.427 0.01
H -2.088 -1.983 1.781 0.13
C -1.373 -0.024 -3.389 -0.20
O -3.798 1.001 -2.622 0.03
H -0.480 -0.782 -7.103 0.10
C -0.170 3.912 4.202 -0.04
H -0.762 3.044 4.481 0.06
C -2.562 0.839 1.855 -0.17
C -0.237 -3.027 -1.562 -0.38
C -0.442 3.251 -4.053 -0.04
H 2.392 -2.337 5.184 0.08
C 2.137 3.552 -0.612 0.00
H 3.532 -0.558 4.474 0.11
C 0.623 3.653 2.912 -0.36
C 1.709 2.004 -3.583 -0.05
N 1.783 -3.443 -2.674 -0.20
C 3.717 1.014 0.097 0.09
C -0.135 0.493 -5.417 -0.05
C 1.783 -2.408 4.286 -0.06
H 4.611 1.619 4.195 0.11
Se 1.636 -1.690 -2.663 1.25
H 0.598 -5.311 2.004 0.13
H -2.524 -5.204 -0.376 0.12
H -0.499 -0.045 5.349 0.06
H 1.879 5.350 3.406 0.08
C -0.856 -3.723 2.046 -0.04
N -2.297 0.609 0.562 0.00
C 1.640 0.071 3.713 -0.13
C -4.421 -1.662 -3.987 -0.05
H -5.158 -2.327 -3.540 0.08
H -3.324 -4.127 -3.121 0.08
C -1.420 -3.487 -0.969 -0.08
H -0.093 3.415 2.118 0.10
H 1.153 -3.290 4.379 0.07
H 1.243 -6.048 -2.227 0.12
C -4.593 1.048 0.046 0.02
C -0.648 -5.761 -1.253 -0.07
H -0.839 4.760 4.060 0.08
Ru -0.387 0.159 -0.050 1.41
H 3.206 3.630 -0.712 0.13
C -0.429 0.765 -4.092 -0.17
H -3.005 -3.727 -4.801 0.08
H -2.167 -2.776 -0.647 0.11
H 4.358 1.867 -0.039 0.13
H -0.824 -6.815 -1.096 0.11
H -0.174 3.360 -5.101 0.08
C 0.393 -4.279 1.768 -0.03
H 3.893 -2.245 0.995 0.13
H 2.031 1.906 -4.616 0.08
C -1.613 -4.839 -0.828 -0.08
H -1.683 -3.725 -3.639 0.07
H -0.098 4.131 -3.513 0.06
C 1.326 4.649 -0.785 -0.04
C -0.561 3.247 -0.356 -0.12
C 1.500 2.447 3.145 -0.14
C 1.568 2.305 -0.302 -0.19
H 2.128 4.734 1.768 0.06
H 0.554 1.127 -5.954 0.11
H 0.509 4.140 5.023 0.09
C -1.645 -1.344 -5.400 -0.04
H 3.270 3.571 3.550 0.11
C 4.249 -0.213 0.429 -0.06
H 1.745 5.612 -1.031 0.12
H -3.014 -1.868 -2.381 0.11
C -4.888 1.215 1.388 -0.02
N -0.197 -1.663 1.039 -0.01
C -0.724 -0.569 -6.074 -0.06
H -1.525 3.199 -3.979 0.09
C 1.071 -2.145 0.904 -0.22
C -3.022 -2.013 -3.465 -0.36
H -4.456 -1.782 -5.067 0.08
H 2.104 2.940 -3.193 0.07
H -5.893 1.438 1.712 0.11
C 1.383 4.925 2.536 -0.08
H 2.342 -3.873 0.981 0.13
H -1.626 -4.292 2.538 0.12
C 0.184 1.985 -3.458 -0.38
C 0.900 -1.173 4.130 -0.36
H 2.438 -2.538 3.428 0.07
C 2.964 0.262 4.066 -0.03

---

9
Properties=species:S:1:pos:R:3:lowdin_charge:R:1 method="wB97M-V/def2-TZVPD" lumo_ev="-1.0422 / -1.2683" energy_ha=-1475.809471 largest_force_ha_per_bohr=0.0461 gap_ev="7.084 / 7.043"
I -0.317 -2.952 -0.596 0.76
H 0.995 -0.772 -1.556 -0.08
H 2.403 0.963 -1.299 -0.19
H -3.277 2.044 1.266 -0.26
H -1.683 0.660 1.052 -0.23
S -3.032 0.778 1.185 0.48
P 2.413 1.208 0.113 0.37
C 1.081 -1.460 -0.771 -1.14
S 1.418 -0.468 0.606 0.28